1.
13
Properties=species:S:1:pos:R:3 method="wB97M-V/def2-TZVPD" orbital_gap_ev=8.947 charge=0 e_homo_ev=-8.19
N 0.561 1.236 -0.786
C 0.210 1.068 0.698
O -0.124 2.004 1.370
C 0.918 -0.172 1.000
O 0.490 -1.423 0.434
C -0.662 -1.586 -0.191
N -1.436 -0.640 -0.553
H 0.764 2.205 -1.025
H -0.183 0.825 -1.359
H 1.123 -0.346 2.056
H 1.454 0.493 -0.295
H -0.836 -2.652 -0.370
H -2.279 -1.013 -0.979

2.
133
Properties=species:S:1:pos:R:3 method="wB97M-V/def2-TZVPD" orbital_gap_ev="6.923 / 6.933" charge=+3 e_homo_ev="-14.65 / -14.66" spin_multiplicity=4
Cr 1.079 0.543 2.124
C -3.979 -0.505 0.196
C -3.274 0.434 -0.714
C -3.821 0.882 -1.883
C -3.108 1.796 -2.705
N -1.981 2.306 -2.291
N -1.440 1.894 -1.142
B -0.078 2.440 -0.795
N 0.124 3.186 0.483
N 0.062 3.922 -0.633
C 0.073 5.229 -0.671
C 0.196 5.863 0.597
C 0.261 5.145 1.766
C 0.419 5.776 3.090
C 0.215 3.698 1.713
S 0.343 2.739 3.083
C -0.117 5.922 -1.986
C 0.712 5.206 -3.060
C -1.621 5.782 -2.295
C 0.258 7.402 -1.922
N 1.032 1.602 -1.393
N 0.655 0.962 -2.500
C 1.524 0.331 -3.237
C 2.908 0.469 -2.970
C 3.313 1.029 -1.787
C 4.737 1.132 -1.389
C 2.290 1.487 -0.904
S 2.626 1.835 0.734
C 1.014 -0.545 -4.348
C 1.724 -1.904 -4.255
C -0.497 -0.735 -4.213
C 1.320 0.110 -5.700
C -1.977 0.924 -0.372
S -1.156 0.291 0.970
C -3.655 2.204 -4.053
C -4.833 3.164 -3.821
C -4.138 0.952 -4.803
C -2.585 2.908 -4.889
H -4.848 -0.930 -0.295
H -4.313 0.035 1.083
H -3.321 -1.298 0.543
H -4.799 0.546 -2.187
H 0.248 6.940 0.642
H 0.501 6.855 3.017
H 1.309 5.374 3.577
H -0.417 5.513 3.741
H 0.406 4.168 -3.172
H 1.768 5.244 -2.806
H 0.579 5.704 -4.015
H -1.895 4.734 -2.398
H -1.844 6.303 -3.222
H -2.221 6.228 -1.505
H 1.269 7.542 -1.552
H -0.434 7.960 -1.298
H 0.210 7.824 -2.922
H 3.634 0.106 -3.678
H 5.390 0.837 -2.205
H 4.934 0.492 -0.528
H 4.977 2.151 -1.091
H 1.635 -2.325 -3.255
H 2.776 -1.821 -4.506
H 1.273 -2.594 -4.961
H -0.748 -1.202 -3.263
H -0.856 -1.369 -5.019
H -1.000 0.225 -4.269
H 2.382 0.290 -5.831
H 0.793 1.055 -5.801
H 0.988 -0.558 -6.489
H -5.629 2.694 -3.250
H -5.241 3.472 -4.779
H -4.503 4.054 -3.291
H -5.013 0.504 -4.342
H -3.352 0.202 -4.859
H -4.414 1.225 -5.818
H -2.289 3.843 -4.429
H -2.978 3.128 -5.878
H -1.708 2.279 -5.002
Cl -0.441 -1.638 6.664
C -1.434 -0.638 5.557
Cl -1.748 0.965 6.314
Cl -2.978 -1.479 5.208
C -0.684 -0.425 4.369
N -0.020 -0.222 3.440
N 5.605 -0.139 6.810
C 4.353 0.012 6.401
N 3.356 0.046 7.290
N 4.163 0.094 5.099
C 3.225 0.302 4.306
N 2.515 0.469 3.390
H 5.843 -0.205 7.785
H 6.349 -0.150 6.130
H 3.544 -0.001 8.278
H 2.401 0.156 7.002
C 2.048 -5.888 4.968
C 2.194 -5.485 3.503
C 2.536 -4.009 3.307
C 1.396 -3.047 3.661
N 0.323 -3.117 2.693
C 0.391 -2.675 1.425
Se 1.734 -1.531 0.790
N -0.697 -3.067 0.740
C -0.903 -2.949 -0.682
C -0.768 -4.302 -1.387
C 0.603 -4.945 -1.197
C 0.707 -6.231 -2.009
C -1.527 -3.748 1.605
C -2.787 -4.309 1.431
C -3.367 -4.903 2.532
C -2.721 -4.937 3.771
C -1.472 -4.380 3.956
C -0.875 -3.781 2.853
H 1.978 -6.970 5.044
H 1.149 -5.468 5.412
H 2.908 -5.566 5.549
H 1.275 -5.732 2.967
H 2.997 -6.070 3.056
H 2.825 -3.834 2.266
H 3.391 -3.751 3.931
H 1.785 -2.022 3.678
H 0.977 -3.278 4.640
H -0.149 -2.254 -1.064
H -1.897 -2.534 -0.861
H -0.942 -4.142 -2.452
H -1.535 -4.988 -1.025
H 0.765 -5.176 -0.141
H 1.385 -4.243 -1.504
H -0.054 -6.943 -1.695
H 1.683 -6.690 -1.878
H 0.568 -6.031 -3.068
H -3.293 -4.283 0.481
H -4.344 -5.347 2.436
H -3.217 -5.412 4.601
H -0.992 -4.410 4.920

3.
65
Properties=species:S:1:pos:R:3 method="wB97M-V/def2-TZVPD" orbital_gap_ev=4.017 charge=-1 e_homo_ev=-6.07
Y -0.145 -0.869 -0.187
C -1.423 3.572 -2.873
O 0.048 3.597 -3.075
O -1.529 2.246 -2.284
C -1.964 4.771 -2.140
F -2.158 5.842 -2.833
F -3.106 4.497 -1.579
F -1.099 5.008 -1.227
C 0.626 4.424 -4.004
C 2.155 3.983 -4.274
H 2.666 4.144 -3.325
H 2.167 2.950 -4.621
H 2.610 4.678 -4.980
H 0.650 5.462 -3.674
H 0.096 4.466 -4.955
H -1.832 3.584 -3.883
C -2.864 0.463 3.535
O -3.714 0.065 2.414
O -1.504 0.333 3.041
C -3.278 1.733 4.368
F -2.351 2.265 5.062
F -3.722 2.789 3.653
F -4.220 1.488 5.306
C -5.059 -0.232 2.724
C -5.876 -0.165 1.403
H -6.062 0.908 1.358
H -5.333 -0.452 0.503
H -6.803 -0.726 1.523
H -5.578 0.283 3.533
H -5.280 -1.210 3.152
H -2.993 -0.353 4.247
Cl 1.644 -1.727 -3.523
N -2.114 -3.936 -0.445
S -2.674 -5.080 0.391
O -1.946 -6.276 0.304
O -4.079 -5.039 0.815
F -1.959 -4.591 1.750
S -2.821 -4.611 -1.895
O -4.170 -5.321 -1.900
O -1.791 -5.121 -2.845
F -3.081 -3.103 -2.601
O 3.211 1.582 0.148
C 4.374 2.067 0.194
O 4.792 3.093 0.900
C 3.978 3.682 1.908
C 3.136 4.819 1.367
C 5.520 1.622 -0.733
H 4.433 4.074 2.817
H 3.375 2.928 2.414
H 2.371 5.165 2.062
H 2.540 4.390 0.561
H 3.725 5.627 0.934
H 6.168 0.901 -0.235
H 6.245 2.421 -0.882
H 5.009 1.121 -1.556
C 3.771 -7.436 0.843
C 2.692 -7.385 -0.345
O 2.588 -5.989 -0.518
C 2.791 -5.444 0.733
O 2.706 -4.201 0.932
O 3.305 -6.365 1.558
H 4.801 -7.280 0.523
H 3.531 -8.294 1.471
H 1.809 -7.821 0.123
H 2.995 -8.018 -1.180

4.
15
Properties=species:S:1:pos:R:3 method="wB97M-V/def2-TZVPD" orbital_gap_ev=5.723 charge=-1 e_homo_ev=-2.68
C -0.746 -0.710 -1.310
O -0.197 -1.667 -2.113
C -0.402 -0.928 0.145
C 0.880 -0.263 0.668
C 0.748 1.286 0.684
O -0.371 1.684 1.422
H -1.848 -0.709 -1.496
H -0.439 0.321 -1.715
H -0.338 -2.000 0.327
H -1.242 -0.482 0.743
H 1.848 -0.569 0.271
H 0.886 -0.392 1.782
H 0.656 1.530 -0.396
H -1.166 1.173 0.060
H 1.731 1.725 0.930

5.
15
Properties=species:S:1:pos:R:3 method="wB97M-V/def2-TZVPD" orbital_gap_ev=9.186 charge=+1 e_homo_ev=-13.23
C 0.613 -0.839 2.273
C -0.262 -1.806 2.046
C -0.476 0.223 -0.719
C -1.934 0.395 -0.974
C 1.879 0.730 -1.152
N 0.519 0.518 -1.296
S -0.746 -0.101 1.353
H 1.508 -0.598 2.671
H -0.926 -2.646 2.056
H -2.126 1.426 -1.211
H -2.452 0.182 -0.066
H -2.425 -0.135 -1.819
H 2.370 -0.092 -0.785
H 2.229 1.484 -0.345
H 2.230 1.261 -2.032

6.
15
Properties=species:S:1:pos:R:3 method="wB97M-V/def2-TZVPD" orbital_gap_ev=8.748 charge=0 smiles="C[Si]1(C2C=C2)C=C1" e_homo_ev=-7.87
C 2.487 0.156 -0.762
C 2.501 0.829 0.344
C -1.456 1.699 -0.197
C -1.620 1.121 1.025
C 1.479 -0.387 0.221
C -1.363 -1.777 -0.375
Si -0.749 0.020 -0.155
H 2.733 0.145 -1.822
H 2.796 1.692 0.896
H -1.865 2.485 -0.829
H -1.828 1.412 1.939
H 1.516 -1.212 0.914
H -2.398 -1.916 -0.898
H -0.611 -2.241 -0.907
H -1.623 -2.026 0.607

7.
46
Properties=species:S:1:pos:R:3 method="wB97M-V/def2-TZVPD" orbital_gap_ev=9.617 charge=0 smiles="O=C(NC[C@H]1CCCO1)c1cc(S(=O)(=O)N2CCOCC2)c(Cl)cc1Cl" e_homo_ev=-9.32
O 2.902 2.267 -0.182
C 1.765 2.216 -0.596
N 1.428 1.778 -1.833
H 0.446 1.693 -2.049
C 2.324 0.930 -2.580
H 3.319 1.084 -2.159
C 1.894 -0.550 -2.426
C 3.048 -1.508 -2.731
H 2.649 -2.483 -3.012
C 3.771 -1.588 -1.382
H 4.612 -0.898 -1.349
C 2.695 -1.167 -0.362
H 2.426 -1.973 0.325
H 3.022 -0.301 0.224
O 1.522 -0.837 -1.094
H 4.143 -2.590 -1.182
H 3.684 -1.142 -3.533
H 1.006 -0.733 -3.041
H 2.325 1.211 -3.635
C 0.575 2.596 0.238
C -0.383 1.612 0.464
C -1.449 1.847 1.306
C -1.585 3.085 1.920
C -0.645 4.084 1.707
C 0.439 3.829 0.877
Cl 1.601 5.059 0.611
H -0.754 5.043 2.185
Cl -2.932 3.343 2.933
S -2.687 0.578 1.638
O -3.926 0.997 1.057
O -2.644 0.279 3.039
N -2.073 -0.681 0.727
C -3.009 -1.401 -0.115
H -3.729 -0.679 -0.495
C -3.715 -2.497 0.687
H -4.337 -3.118 0.040
O -2.778 -3.365 1.285
C -1.923 -2.666 2.164
H -1.237 -3.408 2.575
C -1.157 -1.561 1.430
H -0.593 -0.959 2.142
H -0.474 -1.990 0.688
H -2.505 -2.208 2.976
H -4.340 -2.023 1.459
H -2.443 -1.843 -0.941
H -0.276 0.643 0.000

We obtain energy values of -10280.0019 -232628.4280 -101015.6935 -8384.0282 -17628.3761 -14222.8138 -66013.8745 eV for the records listed above, in that order.
We obtain ΔE to the lowest compared entry with this formula, charge and spin values of 110.59 28.94 388.00 149.05 105.04 111.51 0.00 kcal/mol for the records listed above, in that order.